{"formula": "C26H78O13", "method": "ωB97M-V with the def2-TZVPD basis set", "species": ["C", "O", "H", "H", "H", "H", "C", "O", "H", "H", "H", "H", "C", "C", "C", "O", "H", "H", "H", "H", "H", "H", "H", "H", "C", "C", "C", "O", "H", "H", "H", "H", "H", "H", "H", "H", "C", "C", "C", "O", "H", "H", "H", "H", "H", "H", "H", "H", "C", "C", "C", "O", "H", "H", "H", "H", "H", "H", "H", "H", "C", "C", "C", "O", "H", "H", "H", "H", "H", "H", "H", "H", "C", "C", "C", "O", "H", "H", "H", "H", "H", "H", "H", "H", "C", "C", "C", "O", "H", "H", "H", "H", "H", "H", "H", "H", "C", "C", "C", "O", "H", "H", "H", "H", "H", "H", "H", "H", "O", "H", "H", "O", "H", "H", "O", "H", "H"], "xyz": [[-4.044, 0.552, -4.663], [-4.390, -0.721, -5.112], [-4.887, 1.056, -4.191], [-3.263, 0.585, -3.903], [-3.708, 1.220, -5.456], [-4.862, -0.593, -5.938], [2.027, 6.811, -0.307], [3.293, 6.896, 0.272], [1.247, 7.066, 0.411], [1.798, 7.436, -1.170], [1.980, 5.769, -0.621], [3.908, 6.270, -0.118], [0.279, 3.582, 3.814], [1.415, 3.801, 2.787], [2.519, 4.668, 3.402], [1.957, 2.532, 2.538], [0.617, 3.170, 4.765], [-0.537, 2.971, 3.429], [-0.202, 4.532, 4.049], [1.080, 4.240, 1.847], [3.381, 4.783, 2.744], [2.955, 4.160, 4.263], [2.096, 5.668, 3.495], [2.182, 2.100, 3.365], [0.978, -3.474, 2.001], [0.012, -4.643, 2.173], [0.244, -5.733, 1.131], [0.187, -5.070, 3.505], [2.013, -3.799, 1.892], [1.000, -2.782, 2.843], [0.774, -2.969, 1.057], [-1.016, -4.310, 2.025], [-0.331, -6.643, 1.300], [1.282, -6.014, 1.304], [0.148, -5.506, 0.069], [1.109, -5.334, 3.548], [2.282, -3.827, -4.550], [1.853, -2.540, -3.929], [0.776, -2.597, -2.876], [2.972, -1.891, -3.464], [2.548, -4.597, -3.826], [3.043, -3.667, -5.313], [1.542, -4.397, -5.112], [1.461, -2.007, -4.795], [-0.169, -2.845, -3.361], [0.553, -1.630, -2.425], [0.887, -3.315, -2.064], [2.891, -0.936, -3.418], [-1.380, -0.817, 3.246], [-2.828, -1.303, 3.243], [-3.593, -0.659, 2.088], [-2.881, -2.732, 3.125], [-0.826, -1.121, 2.358], [-0.885, -1.052, 4.188], [-1.313, 0.265, 3.132], [-3.282, -1.024, 4.193], [-3.725, 0.409, 2.263], [-4.565, -1.142, 1.984], [-3.059, -0.822, 1.152], [-2.934, -2.845, 2.173], [-4.280, 4.541, 2.706], [-2.775, 4.462, 2.457], [-2.359, 3.447, 1.412], [-2.300, 5.769, 2.107], [-4.825, 4.878, 1.825], [-4.509, 5.305, 3.449], [-4.793, 3.612, 2.957], [-2.282, 4.257, 3.407], [-2.956, 3.483, 0.500], [-2.428, 2.452, 1.850], [-1.318, 3.614, 1.137], [-2.252, 6.299, 2.906], [-0.925, 1.239, -1.508], [0.288, 1.610, -0.633], [1.111, 0.416, -0.041], [1.199, 2.498, -1.277], [-0.729, 0.698, -2.434], [-1.261, 2.241, -1.775], [-1.683, 0.813, -0.851], [0.014, 2.240, 0.213], [0.476, -0.317, 0.456], [1.786, 0.806, 0.721], [1.716, -0.053, -0.816], [0.812, 3.371, -1.376], [5.738, -3.502, -1.349], [4.392, -3.518, -0.690], [3.934, -2.082, -0.291], [3.463, -4.142, -1.508], [5.632, -2.878, -2.236], [6.211, -4.457, -1.578], [6.530, -3.190, -0.668], [4.426, -4.141, 0.204], [4.617, -1.683, 0.459], [2.965, -2.076, 0.207], [3.866, -1.425, -1.158], [3.359, -3.551, -2.257], [-3.732, -4.597, -1.492], [-2.792, -3.740, -0.639], [-2.639, -2.343, -1.270], [-3.373, -3.618, 0.636], [-4.640, -4.042, -1.728], [-3.939, -5.544, -0.995], [-3.274, -4.802, -2.460], [-1.806, -4.204, -0.609], [-2.524, -2.363, -2.354], [-1.786, -1.864, -0.789], [-3.575, -1.818, -1.079], [-3.944, -4.382, 0.749], [-0.480, 4.876, -1.958], [-1.213, 5.249, -1.469], [-0.429, 5.405, -2.754], [2.495, 0.906, -3.304], [2.004, 1.255, -4.049], [2.306, 1.512, -2.587], [3.670, 2.723, 0.347], [3.077, 2.738, 1.099], [3.123, 2.434, -0.383]], "forces_ev_per_a": [[-0.14, 1.54, 0.44], [0.29, -0.53, -0.09], [-0.30, 0.04, 0.05], [0.16, -0.75, -0.07], [0.11, -0.08, -0.27], [-0.08, -0.23, -0.02], [-0.32, -1.27, -0.37], [0.81, 1.22, 0.68], [0.16, -0.28, 0.32], [0.65, 0.31, -0.25], [-1.07, -0.08, -0.17], [-0.23, 0.00, -0.14], [-0.51, 1.03, -0.62], [0.21, 0.07, 2.26], [-0.19, 0.11, -1.13], [0.27, -1.25, -1.33], [0.34, -0.11, -0.12], [0.30, -0.31, -0.14], [0.13, 0.20, 0.11], [-0.16, -0.23, -0.05], [-0.18, -0.08, -0.47], [-0.51, 0.49, 0.57], [0.32, 0.06, 0.88], [0.02, 0.10, 0.16], [0.11, 0.20, -0.89], [-0.21, 0.91, -0.57], [0.99, -0.76, 0.61], [-0.45, -0.74, -0.18], [0.24, -0.55, 0.09], [-0.52, 0.01, -0.13], [-0.18, 0.46, -0.03], [-0.05, 0.28, 0.65], [-0.25, 0.19, 0.24], [0.34, -0.39, -0.34], [-0.15, 0.60, 0.13], [0.18, -0.21, 0.38], [0.01, -1.64, -0.37], [-1.60, 0.29, -1.24], [-1.32, -0.05, -0.15], [2.40, -0.64, 1.06], [0.68, 0.02, 0.20], [0.41, 0.08, 0.46], [-0.73, 0.58, 0.08], [-0.32, 0.57, 0.08], [-0.09, -0.31, -0.05], [0.45, 0.20, -0.01], [0.44, -0.22, 0.05], [-0.43, 0.79, 0.09], [-0.02, 0.69, 0.04], [0.36, -0.03, -0.31], [-0.12, -0.25, 0.38], [0.12, 1.07, 0.45], [0.04, -0.75, 0.13], [0.23, -0.35, -0.25], [-0.38, 0.38, 0.32], [-0.12, -0.11, 0.05], [-0.03, 0.02, -0.12], [-0.11, 0.15, 0.03], [0.11, 0.13, -0.09], [-0.06, -0.75, -0.31], [-0.52, 0.21, -0.46], [-0.53, 0.58, 0.64], [0.23, 0.18, 0.18], [0.19, -0.10, -0.73], [0.31, 0.11, -0.38], [0.11, -0.19, 0.29], [0.42, -0.20, 0.37], [-0.10, -0.60, 0.01], [-0.16, 0.08, 0.06], [-0.09, -0.11, -0.13], [0.04, 0.04, 0.04], [-0.09, 0.06, 0.01], [0.61, 1.53, 0.95], [0.67, -0.75, 0.88], [-0.27, 1.05, -0.33], [1.08, -0.79, -1.00], [0.16, -0.30, 0.31], [-0.57, -0.09, -0.42], [-0.07, -0.38, -0.34], [-0.95, -0.63, 0.31], [-0.19, -0.03, -0.22], [0.02, 0.02, -0.04], [-0.12, -0.16, -0.16], [-0.38, 0.32, -0.11], [1.88, 0.18, -1.31], [-0.83, -1.29, 2.63], [-0.57, 0.79, -0.14], [0.54, 0.01, 1.20], [0.62, 0.05, -0.02], [-1.08, -0.51, -0.48], [-0.58, 1.06, 0.34], [-0.03, -0.02, 0.02], [0.45, -0.25, -0.27], [-0.14, -0.48, -0.21], [0.23, -0.09, 0.04], [-0.48, 1.15, -1.88], [0.62, 0.30, -0.39], [-0.66, 0.13, -1.86], [-0.26, -0.57, 0.64], [0.20, 0.13, 0.23], [-0.19, -0.10, 0.32], [-0.18, -0.06, -0.08], [0.11, -0.20, 0.01], [0.14, -0.23, 0.34], [0.27, -0.22, 0.05], [-0.11, 0.45, -0.15], [0.15, 0.30, 0.13], [-0.09, -0.03, 0.37], [0.16, -0.31, 0.07], [-0.22, 0.11, 0.31], [0.11, 0.12, -0.26], [0.35, -0.74, -0.44], [-0.08, 0.12, -0.23], [-0.37, 0.49, 0.61], [0.83, 0.07, -0.41], [-0.30, -0.12, 0.56], [-0.30, 0.12, -0.19]], "lowdin_spin": [0.000, 0.000, 0.000, 0.000, 0.000, 0.000, 0.000, 0.000, 0.000, 0.000, 0.000, 0.000, 0.000, 0.000, 0.000, 0.000, 0.000, 0.000, 0.000, 0.000, 0.000, 0.000, 0.000, 0.000, 0.000, 0.000, 0.000, 0.000, 0.000, 0.000, 0.000, 0.000, 0.000, 0.000, 0.000, 0.000, 0.000, 0.000, 0.005, 0.006, 0.000, 0.000, 0.000, 0.000, 0.000, 0.000, 0.002, 0.000, 0.000, 0.000, 0.000, 0.000, 0.000, 0.000, 0.000, 0.000, 0.000, 0.000, 0.000, 0.000, 0.000, 0.000, 0.000, 0.000, 0.000, 0.000, 0.000, 0.000, 0.000, 0.000, 0.000, 0.000, 0.000, 0.000, 0.000, 0.000, 0.000, 0.000, 0.000, 0.000, 0.000, 0.000, 0.000, 0.000, 0.093, 0.123, 0.097, 0.642, 0.000, 0.000, 0.009, -0.001, 0.010, 0.002, 0.001, 0.007, 0.000, 0.000, 0.000, 0.000, 0.000, 0.000, 0.000, 0.000, 0.000, 0.000, 0.000, 0.000, 0.000, 0.000, 0.000, 0.000, 0.000, 0.000, 0.000, 0.000, 0.000], "total_charge": 1, "e_above_lowest_ev": 0.000, "homo_lumo_gap_ev": [9.372, 2.568], "spin_multiplicity": 2, "e_tot_ha": -2015.0852}

---

{"formula": "C19H35Br2Cl2NO2", "method": "ωB97M-V with the def2-TZVPD basis set", "species": ["C", "C", "C", "Br", "C", "C", "C", "C", "C", "C", "C", "C", "C", "C", "C", "O", "C", "C", "N", "Cl", "C", "C", "O", "Cl", "C", "H", "H", "H", "H", "H", "H", "H", "H", "H", "H", "H", "H", "H", "H", "H", "H", "H", "H", "H", "H", "H", "H", "H", "H", "H", "H", "H", "H", "H", "H", "H", "H", "H", "H", "H", "Br"], "xyz": [[4.250, -1.202, 2.106], [3.580, 0.270, 1.686], [1.947, 0.286, 1.824], [1.567, 0.099, 3.820], [1.243, 1.711, 1.338], [1.817, 2.294, -0.076], [0.693, 2.755, -1.169], [1.224, 2.251, -2.652], [0.719, 0.751, -3.078], [1.069, -0.435, -2.001], [0.999, -1.959, -2.687], [0.940, -3.009, -1.396], [-0.564, -3.663, -1.346], [-1.603, -2.720, -0.454], [-2.715, -3.671, 0.299], [-3.473, -2.841, 1.287], [-4.298, -1.841, 0.561], [-0.850, 2.335, -0.821], [-1.189, 2.560, 0.667], [-0.814, 4.209, 1.160], [-2.690, 2.399, 0.774], [-3.292, 2.467, 2.297], [-3.352, 1.285, 2.972], [-3.926, 3.972, 3.174], [-0.380, 1.523, 1.423], [5.426, -1.190, 2.052], [3.874, -1.599, 3.141], [3.884, -1.980, 1.288], [3.995, 0.504, 0.616], [3.987, 1.116, 2.418], [1.406, -0.630, 1.290], [1.537, 2.500, 2.184], [2.456, 3.270, 0.181], [2.572, 1.577, -0.640], [0.715, 3.948, -1.219], [0.743, 3.002, -3.443], [2.402, 2.397, -2.784], [1.303, 0.470, -4.080], [-0.436, 0.689, -3.360], [0.318, -0.478, -1.074], [2.145, -0.368, -1.525], [0.106, -2.084, -3.432], [2.064, -2.147, -3.185], [1.814, -3.818, -1.448], [1.158, -2.385, -0.412], [-0.465, -4.717, -0.836], [-0.973, -3.719, -2.460], [-2.152, -1.995, -1.221], [-1.064, -2.083, 0.369], [-3.516, -4.125, -0.426], [-2.242, -4.574, 0.894], [-3.646, -0.919, 0.177], [-4.814, -2.333, -0.393], [-5.118, -1.357, 1.278], [-1.567, 3.067, -1.412], [-1.125, 1.218, -1.037], [-3.301, 3.165, 0.098], [-2.942, 1.311, 0.352], [-0.691, 1.492, 2.553], [-0.637, 0.476, 0.957], [1.882, 2.472, 4.832]], "forces_ev_per_a": [[-0.72, -0.18, -0.84], [0.65, -0.14, 0.88], [-0.10, -0.28, -0.88], [-0.44, -3.79, -3.29], [0.64, 0.56, 0.89], [0.46, 0.50, -0.06], [1.01, 0.71, -0.26], [-1.48, 0.67, -0.95], [0.93, -0.66, -0.38], [-0.34, -0.97, -0.10], [1.59, 0.45, 1.55], [-0.18, 0.29, -0.45], [0.50, 0.46, 0.65], [-0.38, -0.89, -0.70], [-0.31, 0.50, 0.16], [-0.46, 0.51, -2.41], [-0.20, 0.61, -0.14], [0.25, 0.82, -1.95], [-0.24, -0.30, -0.96], [0.15, -0.47, 0.04], [-2.74, -0.58, -0.08], [-0.08, -7.05, 4.17], [0.37, 8.26, -4.80], [1.11, -2.05, -1.84], [1.41, -2.07, 1.74], [-2.41, 0.20, 0.21], [0.80, 1.02, -1.96], [0.76, 1.49, 1.67], [-1.10, -0.35, 1.82], [-0.93, -1.79, -1.53], [1.35, 1.91, 0.95], [-0.70, -1.71, -1.51], [-1.39, -2.19, -0.53], [-1.77, 1.28, 1.48], [-0.23, -2.65, 0.18], [1.03, -1.61, 1.54], [-2.65, -0.50, 0.71], [-1.30, 0.62, 2.11], [2.41, 0.36, 0.74], [1.47, 0.38, -1.98], [-2.13, 0.15, -1.06], [1.79, 0.20, 1.42], [-2.55, 0.52, 0.54], [-2.14, 1.62, -0.11], [-0.53, -1.35, -1.94], [-0.48, 1.95, -1.16], [0.84, -0.28, 2.51], [1.11, -1.43, 1.76], [-0.89, -1.31, -1.53], [1.66, 0.83, 0.99], [-0.76, 2.12, -1.11], [-1.16, -1.98, 0.75], [0.98, 1.00, 2.04], [1.89, -1.47, -1.41], [1.44, -1.65, 1.09], [0.65, 2.19, 0.42], [1.86, -1.39, 1.47], [0.58, 2.32, 1.30], [0.59, 0.27, -2.16], [0.11, 2.07, 0.74], [0.38, 4.24, 1.58]], "lowdin_charge": [-0.148, -0.278, -0.572, 0.398, -0.309, -0.127, -0.271, -0.175, -0.209, -0.217, -0.192, -0.212, -0.198, -0.181, -0.202, -0.259, -0.132, -0.134, -0.587, 0.868, -0.165, -0.559, -0.056, 0.601, -0.151, 0.079, 0.054, 0.071, 0.094, 0.121, 0.085, 0.051, 0.145, 0.093, 0.131, 0.119, 0.139, 0.127, 0.122, 0.084, 0.119, 0.108, 0.118, 0.120, 0.090, 0.112, 0.115, 0.111, 0.113, 0.126, 0.141, 0.065, 0.107, 0.113, 0.155, 0.134, 0.162, 0.151, 0.133, 0.142, -0.478], "total_charge": 0, "homo_lumo_gap_ev": 3.091, "spin_multiplicity": 1, "e_tot_ha": -7018.0900}

---

{"formula": "C16H20F2N2O4", "method": "ωB97M-V with the def2-TZVPD basis set", "species": ["C", "C", "O", "O", "C", "C", "C", "C", "C", "C", "C", "F", "H", "H", "H", "F", "H", "C", "O", "N", "H", "C", "H", "C", "N", "C", "C", "H", "O", "C", "C", "H", "H", "H", "H", "H", "H", "H", "H", "H", "H", "H", "H", "H"], "xyz": [[1.948, -0.115, -3.227], [0.892, -1.157, -2.979], [0.325, -1.799, -3.818], [0.643, -1.263, -1.661], [-0.362, -2.194, -1.258], [-1.687, -1.961, -1.935], [-2.460, -3.024, -2.394], [-3.691, -2.841, -2.996], [-4.182, -1.558, -3.157], [-3.446, -0.472, -2.717], [-2.224, -0.691, -2.113], [-1.519, 0.385, -1.688], [-3.803, 0.538, -2.833], [-5.139, -1.402, -3.629], [-4.243, -3.703, -3.334], [-1.993, -4.273, -2.256], [-0.026, -3.216, -1.471], [-0.585, -2.057, 0.268], [-1.002, -2.980, 0.928], [-0.330, -0.825, 0.728], [0.046, -0.145, 0.085], [-0.435, -0.474, 2.124], [-1.151, 0.343, 2.251], [0.910, -0.059, 2.735], [1.094, 1.382, 2.751], [2.240, 1.759, 3.563], [2.335, 3.283, 3.634], [3.219, 3.588, 4.195], [2.464, 3.846, 2.350], [1.366, 3.484, 1.551], [1.230, 1.965, 1.426], [0.334, 1.752, 0.841], [2.115, 1.562, 0.898], [1.534, 3.935, 0.572], [0.439, 3.888, 1.987], [1.433, 3.676, 4.125], [2.108, 1.358, 4.569], [3.181, 1.359, 3.142], [0.936, -0.390, 3.775], [1.725, -0.575, 2.196], [-0.817, -1.364, 2.627], [1.497, 0.869, -3.112], [2.750, -0.214, -2.501], [2.330, -0.218, -4.238]], "forces_ev_per_a": [[-0.07, -0.13, -0.06], [0.23, 0.19, -0.36], [0.07, -0.12, 0.02], [0.04, 0.00, 0.30], [-0.29, -0.52, 0.13], [-0.10, 0.06, -0.03], [-0.14, 0.41, -0.02], [0.10, -0.18, 0.03], [0.17, -0.04, 0.07], [0.15, 0.18, 0.08], [-0.29, -0.31, -0.09], [-0.04, -0.03, -0.08], [-0.02, 0.11, 0.00], [-0.09, 0.01, -0.04], [-0.04, -0.10, -0.02], [0.06, 0.04, 0.01], [-0.07, 0.25, 0.14], [0.36, 0.16, -0.62], [-0.13, -0.40, 0.07], [0.16, 0.49, 0.06], [-0.06, -0.20, 0.00], [0.11, -0.11, 0.18], [0.01, -0.08, 0.07], [-0.22, 0.02, 0.06], [0.09, -0.01, 0.03], [0.01, 0.36, -0.01], [0.08, -0.30, 0.29], [-0.08, -0.03, 0.03], [0.14, 0.03, -0.10], [-0.20, -0.19, -0.27], [0.05, 0.33, 0.15], [-0.03, 0.02, -0.07], [-0.06, -0.02, -0.03], [-0.08, -0.04, 0.04], [0.05, -0.03, -0.07], [0.08, -0.02, 0.00], [0.04, -0.01, 0.00], [-0.02, 0.00, 0.05], [0.04, -0.02, -0.03], [-0.03, 0.00, 0.06], [0.00, 0.15, -0.03], [-0.01, 0.08, 0.03], [0.06, 0.04, 0.04], [-0.02, -0.01, -0.01]], "lowdin_charge": [0.035, -0.518, 0.145, 0.016, -0.126, -0.041, -0.208, 0.001, -0.064, -0.004, -0.202, 0.077, 0.119, 0.109, 0.120, 0.096, 0.171, -0.432, 0.092, 0.079, 0.111, -0.135, 0.130, -0.177, -0.178, -0.175, -0.198, 0.126, -0.130, -0.196, -0.168, 0.113, 0.135, 0.126, 0.129, 0.127, 0.124, 0.131, 0.120, 0.132, 0.121, 0.092, 0.088, 0.090], "total_charge": 0, "e_above_lowest_ev": 0.021, "homo_lumo_gap_ev": 9.677, "spin_multiplicity": 1, "smiles": "CC(=O)O[C@@H](C(=O)NCCN1CCOCC1)c1c(F)cccc1F", "e_tot_ha": -1231.9085}

---

Q: Which formula does entry 1 have?
A: C26H78O13

---

Q: Number 3 is which compound?
A: C16H20F2N2O4